Record 1
ORCA calculation (ωB97M-V/def2-TZVPD) on a molecular structure, C30H35N3PS4SbSe4Tc at a distorted geometry.

Element x y z (Å)
Sb: -2.29466 -5.80277 -2.46764
Tc: -0.68251 0.15920 -0.09434
Se: -1.87590 -1.60785 -1.29407
Se: -3.50200 -2.79328 -0.21461
Se: -4.29692 -4.15352 -1.85077
Se: -0.42192 -4.57497 -1.85327
S: -2.69804 2.70240 1.53699
S: -0.79850 3.36364 1.60515
S: 0.31578 2.14308 0.45796
S: -2.70344 0.92662 0.58953
P: -0.17497 -0.93991 2.02415
N: -1.17898 2.60019 -2.55297
N: 1.18460 -0.39505 -1.15240
N: -1.54574 4.01202 -4.61699
C: -1.29237 0.59495 4.11843
C: -0.84036 2.74169 -5.01466
C: -1.37379 -2.19526 2.56311
C: -1.23935 1.57704 5.10350
C: -0.90431 -3.44100 2.98499
C: 3.27022 -2.99216 1.22368
C: -3.60217 -2.82544 3.25708
C: 2.03329 -2.37757 1.08785
C: -2.73848 -1.91251 2.67141
C: -0.70075 4.78540 -3.64015
C: 1.23951 -1.33807 -2.11966
C: -0.18081 0.34447 3.31888
C: 1.44298 -1.73713 2.17685
C: 0.98143 1.09864 3.51372
C: -0.56484 1.94169 -3.71664
C: -1.78063 -4.36682 3.53672
C: -0.56432 3.92088 -2.35902
C: 3.91947 -2.98119 2.44932
C: 1.03469 2.06427 4.50152
C: 2.07616 -1.77470 3.42361
C: 2.39223 -1.68372 -2.78670
C: 2.35733 0.21925 -0.87238
C: -0.08141 2.31177 5.29560
C: -2.88460 3.69509 -3.99506
C: 4.86735 -1.39475 -3.20622
C: 3.59741 -1.04526 -2.49267
C: -2.62270 2.75963 -2.78564
C: -3.12293 -4.05495 3.69240
C: 3.54115 -0.06234 -1.51245
C: 3.31201 -2.39217 3.55232
H: 2.34328 -2.47250 -3.52702
H: 0.14424 -3.69075 2.89900
H: 0.07550 3.01123 -5.53451
H: 3.72453 -3.48459 0.37070
H: 1.95199 2.61750 4.66462
H: 0.25813 4.99299 -4.10781
H: 1.85509 0.91884 2.89837
H: 1.60379 -1.34342 4.29626
H: 0.32905 -1.86761 -2.35850
H: -0.97014 0.93342 -3.80419
H: 3.79773 -2.41758 4.52012
H: 5.74266 -0.97837 -2.71184
H: 4.83429 -1.00795 -4.22831
H: -1.18871 5.73573 -3.44361
H: 0.48294 3.78689 -2.09814
H: -0.04335 3.07230 6.06538
H: -4.64980 -2.57666 3.37693
H: -2.10604 1.75097 5.72884
H: -3.79861 -4.77037 4.14583
H: -1.05875 4.41045 -1.52095
H: -1.40388 -5.32869 3.86182
H: 4.98093 -2.47639 -3.28790
H: -3.13524 -0.97835 2.30343
H: 1.51730 -2.42393 0.14169
H: -3.51321 3.23260 -4.75108
H: -1.48277 2.20445 -5.70747
H: 4.89338 -3.44529 2.55378
H: 2.35331 0.95987 -0.08687
H: -2.19863 0.01735 4.00419
H: -3.05780 1.77553 -2.95660
H: -3.07940 3.17068 -1.88652
H: -3.34208 4.63485 -3.69689
H: 4.43180 0.48444 -1.22738
H: -1.69584 4.57935 -5.44860
H: 0.50614 1.85350 -3.53323

Summary:
- LUMO energy (spin up / spin down) (eV) = -10.0 / -10.0
- charge = +3
- largest force on an atom (eV/A) = 1.72
- M (g mol⁻¹) = 1132.5
- orbital gap (spin up / spin down) (eV) = 4.9 / 4.9


Record 2
ORCA calculation (ωB97M-V/def2-TZVPD) on 5 unconnected molecules or ions with the total composition C30H35N4O10P.

Element x y z (Å)
P: -3.63122 -1.17170 5.12689
O: -1.06552 -0.81223 4.44585
O: 0.66129 -3.68037 -5.09560
O: 0.10379 -2.71048 1.85360
O: -0.31943 4.30087 -7.76663
O: 0.86348 3.57663 -6.12021
O: 1.87089 4.13802 -1.41773
O: 2.36154 -0.73095 5.79136
O: -0.01387 3.12860 -1.18414
O: -0.90660 -3.57078 -3.62345
O: 2.02781 -3.44219 1.23571
N: -0.06329 -3.06400 -4.33969
N: 1.19068 3.20625 -1.03092
N: 0.15510 4.40973 -6.65482
N: 0.81166 -3.43084 1.17381
C: -1.83375 -5.10420 -0.82263
C: 1.13915 0.94400 -0.06613
C: 3.90690 1.01356 0.27318
C: 0.09644 -1.59769 -4.26142
C: 0.31388 -5.95873 -1.50878
C: -4.03705 0.07650 6.42178
C: 0.39308 1.12068 -4.09068
C: -1.22208 -4.28268 0.10816
C: 1.02492 -0.27967 5.67340
C: 0.94499 -5.14624 -0.58069
C: 0.33086 -1.02423 4.53228
C: -4.23639 -2.68228 6.00157
C: -0.75867 7.88310 -4.44707
C: 0.07239 6.91585 -3.89675
C: 1.05077 -0.98508 -5.05442
C: 1.80243 -0.14356 0.48101
C: -0.98805 6.57947 -6.45692
C: -1.28550 7.71669 -5.72194
C: 0.15787 -4.32058 0.20398
C: 3.26055 2.10812 -0.28219
C: 1.88627 2.04693 -0.43772
C: 2.51783 -1.82421 6.66972
C: -1.06969 -5.93489 -1.62879
C: 3.18016 -0.10922 0.65150
C: -0.56102 0.48033 -3.31069
C: 1.19404 0.39161 -4.96164
C: -1.82125 -1.37626 5.50564
C: -0.71673 -0.89476 -3.38862
C: -0.15744 5.63196 -5.88525
C: 0.38362 5.77431 -4.61945
H: -1.93346 8.47211 -6.14646
H: -0.99981 8.77149 -3.87766
H: -1.18453 1.05383 -2.63703
H: 1.06528 0.79131 5.45748
H: -1.58696 -2.44965 5.59746
H: 0.74102 -0.67484 3.58317
H: 2.01913 -5.13212 -0.46864
H: -2.90992 -5.07865 -0.93181
H: -1.38463 6.41834 -7.44842
H: 1.02681 5.00683 -4.21575
H: 0.47778 7.04186 -2.90166
H: 0.90515 -6.59510 -2.15337
H: -3.66874 -0.20700 7.41056
H: 0.48475 -0.41137 6.62133
H: -1.78721 -3.61685 0.74373
H: -3.70318 -3.55893 5.62349
H: -3.59825 1.03796 6.13841
H: 2.14257 -1.57277 7.67140
H: 3.58442 -2.04169 6.73095
H: 0.06751 0.94741 -0.20044
H: 1.65657 -1.57983 -5.72227
H: 4.98003 1.03969 0.40875
H: 3.79662 2.99412 -0.58881
H: -5.29731 -2.81986 5.77520
H: -1.55160 -6.54967 -2.37737
H: 0.50578 2.19595 -4.03401
H: 1.92261 0.90125 -5.57785
H: -4.11092 -2.63734 7.08664
H: 3.68082 -0.96642 1.08305
H: -1.57171 -0.90064 6.46283
H: -1.44791 -1.42192 -2.79376
H: 1.24169 -1.01270 0.79072
H: 0.54820 -2.10074 4.60312
H: 1.99594 -2.72305 6.31510
H: -5.12134 0.21359 6.47745

Summary:
- LUMO energy (eV) = -0.6
- largest force on an atom (eV/A) = 0.69
- structure (SMILES) = O=[N+]([O-])c1ccccc1.O=[N+]([O-])c1ccccc1.O=[N+]([O-])c1ccccc1.O=[N+]([O-])c1ccccc1.COCCOCP(C)C
- M (g mol⁻¹) = 642.6
- orbital gap (eV) = 8.2


Record 3
ORCA calculation (ωB97M-V/def2-TZVPD) on a molecular structure, C30H36BN10O7PPmS2 at a distorted geometry.

Element x y z (Å)
Pm: 0.56658 -0.16383 0.25321
S: 1.84435 3.06938 4.74269
S: 1.54669 2.10513 1.55011
P: 0.99052 3.36521 3.02635
O: 0.11139 -0.81509 4.60489
O: -0.59299 3.53610 2.97504
O: 1.36042 4.84216 2.52509
O: -0.41032 -0.50875 2.40335
O: 5.24432 -0.60768 3.89854
O: 1.82633 -1.97192 -0.75987
O: 3.94713 -2.81150 -0.70115
N: -4.24986 -5.71624 -2.71806
N: -4.07677 -5.98887 -3.98470
N: 1.91845 -1.45152 1.76071
N: -0.25135 1.62446 -2.41140
N: 2.17863 0.92138 -2.42703
N: -0.75154 1.40927 -1.16749
N: 2.35633 0.82564 -1.08397
N: -1.43562 -1.56263 -0.48768
N: -3.05179 -5.23992 -2.26512
N: -2.58351 -3.36855 -0.88003
C: 1.82639 -0.95082 2.99576
C: -2.77512 -5.66021 -4.34028
C: -1.80192 3.11706 3.70256
C: -0.56075 -3.67357 0.58356
C: 0.06038 5.05735 0.36656
C: -1.64602 2.38549 5.01537
C: 3.62922 1.14924 -0.84498
C: -1.62901 2.38370 -0.93361
C: 0.38452 -0.72629 3.41939
C: -2.11428 -5.74854 -5.59220
C: -1.50273 -2.85400 -0.24822
C: 3.32208 1.29163 -3.01993
C: 3.10537 -1.66641 1.18666
C: -0.78997 -4.70092 -3.28244
C: 2.92815 -0.67885 3.74931
C: 0.72469 5.72557 1.55593
C: -0.81266 2.71636 -2.94775
C: 4.29330 1.44382 -2.04167
C: 2.98770 -2.21492 -0.23324
C: -2.12151 -5.16742 -3.24576
C: -3.24243 -2.34136 -1.56308
C: -2.93492 -4.77393 -0.90173
C: -0.78895 -5.30092 -5.65606
C: 4.26440 -1.40349 1.85339
C: -0.24198 6.61092 2.31528
C: 4.15795 -0.90252 3.15531
C: -2.61549 2.31400 2.71583
C: -2.51403 -1.23517 -1.30922
C: -1.71966 3.24062 -2.03680
C: -0.14106 -4.78516 -4.53283
B: 0.77755 0.61921 -3.03770
H: 0.43184 -0.50162 -2.69985
H: -1.07928 2.96204 5.73832
H: -0.26031 5.83222 -0.34186
H: 2.83113 -0.25887 4.74517
H: -2.34059 4.12570 -2.14640
H: 0.19718 -3.05627 1.02468
H: -1.09303 -4.17621 1.39621
H: -1.05677 5.99709 2.72790
H: -4.13302 -2.51410 -2.16087
H: -3.86824 -4.97556 -0.41450
H: -0.28990 -4.26972 -2.41575
H: 0.88090 -4.42763 -4.62450
H: -2.08732 1.38549 2.47743
H: -0.53092 3.04462 -3.94368
H: 1.54121 6.33238 1.19240
H: -2.79400 2.89242 1.80062
H: 3.99522 1.18105 0.17058
H: -0.81925 4.49027 0.68457
H: -0.66897 7.36789 1.64224
H: -2.31849 4.04501 3.89814
H: -2.63264 -6.13804 -6.46577
H: 3.36595 1.42078 -4.10181
H: 6.02187 -0.76150 3.37340
H: 0.81962 0.79135 -4.24698
H: -1.16222 1.41450 4.89581
H: -2.65718 2.21229 5.40646
H: 5.22234 -1.57712 1.36631
H: 0.26675 7.11545 3.14448
H: 0.73267 4.37074 -0.14354
H: -0.25110 -5.33979 -6.59810
H: -0.04177 -4.42408 -0.02239
H: -3.58602 2.05536 3.15665
H: 5.32697 1.72659 -2.17409
H: -2.14766 -5.30976 -0.40076
H: -2.66857 -0.22388 -1.66120
H: -2.14295 2.42821 0.01977

Summary:
- 2S+1 = 5
- LUMO energy (spin up / spin down) (eV) = 1.8 / 1.8
- charge = -1
- largest force on an atom (eV/A) = 2.52
- M (g mol⁻¹) = 899.6
- orbital gap (spin up / spin down) (eV) = 6.7 / 6.7


Calculated energy relative to the best compared isomer or geometry (same formula, charge and spin), 0.00; 0.00; 147.68 kJ/mol (same order as the records).